The following is a DFT calculation (ωB97M-V/def2-TZVPD) of C6H10N2O5P2 as an isolated structure.

HOMO energy = -0.235 eV
Total charge = -2
Spin multiplicity = 1
Orbital gap = 0.220 Ha

Positions of all 25 atoms, in Å:
C -2.834 1.348 -0.025
C -1.514 1.622 -0.242
C -1.669 0.520 1.578
C -0.256 -2.123 -0.021
C 0.663 1.347 1.079
C 1.389 0.314 0.228
N -2.903 0.565 1.095
N -0.787 1.260 0.857
O 3.734 1.049 1.599
O 3.546 1.672 -0.805
O 3.946 -0.701 -0.246
O 1.079 0.365 -1.175
O 2.259 -2.622 0.445
P 1.109 -1.900 1.081
P 3.197 0.700 0.242
H -3.653 1.279 -0.688
H -1.143 2.172 -1.135
H -1.502 0.165 2.504
H 0.007 -1.809 -1.020
H -1.051 -1.339 0.255
H -0.550 -3.200 0.034
H 1.069 2.372 0.967
H 0.841 1.152 2.182
H 1.992 0.519 -1.541
H 3.294 -1.416 -0.065



The following is a DFT calculation (ωB97M-V/def2-TZVPD) of C6H10N2S in the gas phase.

HOMO energy (spin up / spin down) = -7.777 / -7.778 eV
Total charge = 0
SMILES = C=C1N=NS(=C)(=C)[C@@H]1C
Spin multiplicity = 1
Orbital gap (spin up / spin down) = 0.263 / 0.263 Ha

Positions of all 19 atoms, in Å:
C 1.534 1.013 -0.045
C 2.707 0.517 0.468
C -1.433 0.290 1.488
C -2.127 0.688 -1.234
C 0.416 0.017 -0.615
C 0.377 -1.452 -0.096
N 1.140 2.265 0.196
N -0.044 2.523 0.281
S -1.099 1.006 0.019
H 3.381 1.048 1.094
H 2.938 -0.542 0.195
H -0.690 0.628 2.258
H -2.414 0.608 1.804
H -1.915 1.039 -2.144
H -3.092 0.362 -0.962
H 0.531 0.152 -1.739
H 1.437 -1.807 0.151
H -0.063 -2.090 -0.883
H -0.292 -1.433 0.721



The following is a DFT calculation (ωB97M-V/def2-TZVPD) of C6H10N2S in the gas phase.

HOMO energy (spin up / spin down) = -4.808 / -9.844 eV
Total charge = 0
Spin multiplicity = 3
Orbital gap (spin up / spin down) = 0.200 / 0.267 Ha

Positions of all 19 atoms, in Å:
C -0.920 -1.893 1.213
C 1.670 0.278 -0.791
C 1.241 -0.789 -1.829
C -0.310 -0.540 0.227
C -1.297 1.488 1.412
C -1.272 0.650 0.211
N -1.274 -2.703 1.932
N 1.049 -0.245 0.408
S -0.556 -1.346 -1.489
H 2.719 0.157 -0.615
H 1.420 1.257 -0.923
H 1.348 -0.581 -2.885
H 1.861 -1.733 -1.767
H -2.169 2.056 1.290
H -0.521 2.316 1.387
H -1.387 1.059 2.388
H -0.877 1.258 -0.599
H -2.249 0.394 -0.143
H 1.522 -1.083 0.574



The following is a DFT calculation (ωB97M-V/def2-TZVPD) of C6H10N2S2 in the gas phase.

HOMO energy = -7.522 eV
Total charge = 0
Spin multiplicity = 1
Orbital gap = 0.259 Ha

Positions of all 20 atoms, in Å:
C -0.151 0.284 -0.390
C 0.296 1.886 1.779
C -2.029 1.468 0.237
C 1.487 -1.387 -0.093
C -0.618 -2.103 -1.302
C 0.348 -0.994 -0.932
N -1.434 0.458 -0.480
N 1.350 2.629 2.007
S -3.632 1.659 0.420
S -0.858 2.713 0.778
H 1.226 -1.795 0.853
H 2.120 -0.531 0.070
H 2.213 -2.016 -0.638
H -1.163 -2.718 -0.464
H -0.072 -2.797 -1.878
H -1.439 -1.620 -1.761
H 0.787 -0.736 -1.912
H -1.897 -0.228 -0.993
H 1.568 3.603 1.962
H 1.896 2.223 2.736



The following is a DFT calculation (ωB97M-V/def2-TZVPD) of an isolated ion of composition C6H10N3O and charge +1.

HOMO energy = -13.750 eV
Total charge = +1
SMILES = [H]/N=C(\OC)c1[nH]c(C)c[nH+]1
Spin multiplicity = 1
Orbital gap = 0.383 Ha

Positions of all 20 atoms, in Å:
C 1.925 0.358 1.658
C 1.613 -0.807 1.097
C 0.164 0.698 0.379
C -1.262 1.293 -0.456
C 2.227 -2.169 1.161
C -2.695 0.553 -2.303
N -1.764 2.349 0.012
N 0.532 -0.613 0.327
N 1.001 1.270 1.284
O -1.603 0.355 -1.327
H 2.754 0.633 2.292
H 2.285 -2.642 2.170
H 1.348 -2.725 0.680
H 3.096 -2.331 0.671
H -2.273 0.005 -3.031
H -2.579 1.635 -2.609
H -3.583 0.304 -1.676
H -2.408 2.798 -0.593
H 0.319 -1.364 -0.300
H 0.864 2.242 1.562



The following is a DFT calculation (ωB97M-V/def2-TZVPD) of an isolated ion of composition C6H10N3O and charge +1.

HOMO energy (spin up / spin down) = -10.079 / -14.343 eV
Total charge = +1
Spin multiplicity = 3
Orbital gap (spin up / spin down) = 0.219 / 0.297 Ha

Positions of all 20 atoms, in Å:
C -0.137 -1.370 -1.717
C -0.731 -2.437 -1.188
C -0.158 -0.033 -1.065
C -1.511 -2.206 -0.032
C 0.818 0.337 0.027
C 1.841 1.819 1.452
N -1.200 0.107 -0.052
N -1.805 -1.028 0.471
N 1.124 1.583 0.276
O -1.692 1.309 0.340
H 0.443 -1.475 -2.710
H -0.703 -3.336 -1.641
H -0.437 0.755 -1.843
H -1.970 -3.142 0.423
H 1.168 -0.293 0.767
H 2.597 1.115 1.787
H 2.299 2.703 1.460
H 1.130 2.009 2.373
H 0.815 2.240 -0.407
H -1.890 1.343 1.278



The following is a DFT calculation (ωB97M-V/def2-TZVPD) of an isolated ion of composition C6H10N3O2 and charge +1.

HOMO energy (spin up / spin down) = -13.402 / -13.402 eV
Total charge = +1
SMILES = C=C[C@@H]1CN=C=[N+](O)OCN1
Spin multiplicity = 1
Orbital gap (spin up / spin down) = 0.294 / 0.294 Ha

Positions of all 21 atoms, in Å:
C 2.225 -0.329 -0.866
C -3.011 -1.543 -0.464
C -2.515 -0.321 -0.171
C -0.097 -1.244 -0.553
C -0.977 -0.022 -0.210
C 0.409 1.614 0.792
N -0.426 0.615 0.945
N 1.091 -0.658 -0.970
N 2.907 0.322 0.041
O 4.223 0.678 0.061
O 2.034 1.207 0.793
H -4.088 -1.489 -0.650
H -2.432 -2.249 -1.030
H -3.068 0.573 0.039
H 0.217 -1.922 0.210
H -0.595 -1.656 -1.420
H -0.765 0.728 -1.017
H 0.526 2.319 -0.045
H 4.577 0.755 0.935
H 0.601 2.218 1.663
H -0.837 0.403 1.918



The following is a DFT calculation (ωB97M-V/def2-TZVPD) of a 2-piece molecular cluster, C6H10N3OS overall.

HOMO energy = -12.317 eV
Total charge = +1
Spin multiplicity = 1
Orbital gap = 0.266 Ha

Positions of all 21 atoms, in Å:
C 0.044 -1.242 0.377
C -1.289 -0.849 0.378
C -1.333 0.646 0.316
C 0.815 -0.045 0.622
C -3.384 -1.441 -1.109
C -2.255 2.737 0.154
N -2.334 1.388 0.090
N 2.128 0.035 0.723
N 3.851 -1.342 -0.656
O 0.076 1.027 0.633
S -2.725 -1.916 0.275
H 0.481 -2.178 0.311
H -4.252 -2.165 -1.213
H -3.170 3.075 0.768
H -1.328 3.120 0.480
H -2.592 3.164 -0.852
H 2.776 -0.759 0.274
H 2.599 0.944 0.770
H 4.310 -2.125 -0.299
H 4.424 -0.518 -0.739
H 3.159 -1.557 -1.304



The following is a DFT calculation (ωB97M-V/def2-TZVPD) of an isolated ion of composition C6H10N4 and charge +2.

HOMO energy = -18.945 eV
Total charge = +2
SMILES = C[N+]1=N[C@H]2C[C@@H]1N=CC2=[NH2+]
Spin multiplicity = 1
Orbital gap = 0.301 Ha

Positions of all 20 atoms, in Å:
C 1.185 1.266 0.815
C 0.679 -0.684 -0.853
C 1.600 -0.091 0.191
C -0.166 0.327 -1.615
C -0.896 0.904 -0.390
C -2.455 -0.539 0.931
N 0.011 1.653 0.436
N -0.332 -1.221 0.034
N 2.741 -0.641 0.606
N -1.160 -0.388 0.321
H 1.837 1.698 1.587
H 1.281 -1.438 -1.419
H 0.321 1.026 -2.208
H -0.970 -0.120 -2.254
H -1.767 1.369 -0.651
H -2.676 -1.590 1.417
H -2.545 0.349 1.493
H -3.110 -0.189 0.137
H 3.096 -1.516 0.207
H 3.327 -0.174 1.216



The following is a DFT calculation (ωB97M-V/def2-TZVPD) of an isolated ion of composition C6H10N5 and charge +1.

HOMO energy = -13.758 eV
Total charge = +1
SMILES = [H]/N=N/C(=[NH2+])n1nc(C)cc1C
Spin multiplicity = 1
Orbital gap = 0.320 Ha

Positions of all 21 atoms, in Å:
C 1.292 -0.866 0.435
C 0.452 -1.592 -0.477
C 0.636 0.321 0.598
C -1.377 1.254 -0.505
C 0.718 -2.930 -1.015
C 0.679 1.466 1.497
N -0.603 -0.923 -0.837
N -2.043 3.010 0.818
N -1.316 2.474 -0.002
N -0.468 0.323 -0.263
N -2.317 0.967 -1.404
H 2.160 -1.373 0.784
H 0.373 -3.762 -0.508
H 0.259 -3.190 -2.006
H 1.712 -3.026 -1.063
H 0.899 2.331 1.037
H -0.182 1.557 2.044
H 1.532 1.428 2.306
H -1.835 4.110 0.989
H -3.263 1.322 -1.404
H -2.367 -0.061 -1.635



The following is a DFT calculation (ωB97M-V/def2-TZVPD) of a 2-piece molecular cluster, C6H10N5O overall.

HOMO energy (spin up / spin down) = -12.816 / -12.817 eV
Total charge = +1
Spin multiplicity = 1
Orbital gap (spin up / spin down) = 0.320 / 0.320 Ha

Positions of all 22 atoms, in Å:
C 1.323 -0.851 -2.003
C 2.160 -1.009 -0.917
C 0.183 -0.445 -0.080
C -0.767 -0.265 1.013
C -2.674 0.636 2.153
C -1.907 1.657 0.020
N 4.573 -1.091 -1.844
N 4.234 -1.503 -0.819
N 0.126 -0.548 -1.432
N 1.467 -0.700 0.246
N -1.704 0.733 1.102
O -0.516 -0.944 2.039
H 1.580 -0.621 -3.037
H -2.267 1.213 3.024
H -3.748 0.959 1.825
H -2.680 -0.437 2.480
H -1.140 1.684 -0.610
H -2.906 1.526 -0.494
H -1.940 2.572 0.504
H 5.538 -1.090 -2.336
H -0.745 -0.521 -2.052
H 1.808 -0.953 1.218



The following is a DFT calculation (ωB97M-V/def2-TZVPD) of an isolated ion of composition C6H10NO and charge -1.

HOMO energy = -2.207 eV
Total charge = -1
SMILES = C=N/C=C/CCC[O-]
Spin multiplicity = 1
Orbital gap = 0.209 Ha

Positions of all 18 atoms, in Å:
C -1.167 -1.786 0.335
O -1.691 -2.930 0.122
C -1.369 -0.756 -1.071
C -1.328 0.640 -0.500
C -0.043 0.719 0.210
C 1.081 1.037 -0.395
N 2.428 1.327 -0.056
C 3.009 1.093 1.060
H -0.057 -1.739 0.629
H -1.756 -1.211 1.103
H -2.456 -0.942 -1.351
H -0.592 -0.982 -1.726
H -1.184 1.333 -1.361
H -2.195 1.034 0.105
H -0.295 0.450 1.295
H 0.984 1.112 -1.533
H 2.593 0.722 1.956
H 4.038 0.880 1.179



The following is a DFT calculation (ωB97M-V/def2-TZVPD) of an isolated ion of composition C6H10NO and charge +1.

HOMO energy = -14.473 eV
Total charge = +1
SMILES = C=C(C=O)C[C@@H]1C[NH2+]1
Spin multiplicity = 1
Orbital gap = 0.383 Ha

Positions of all 18 atoms, in Å:
C -1.666 -1.243 -0.246
C -0.377 0.914 -0.078
C 1.886 0.635 -1.148
C 1.098 0.595 0.104
C -1.277 -0.037 0.578
C -1.553 -0.012 1.895
N 1.432 -0.656 -0.583
O -0.846 -1.721 -1.033
H -2.742 -1.465 -0.130
H -0.549 1.861 0.368
H -0.540 1.009 -1.137
H 1.333 0.863 -1.996
H 2.935 0.725 -1.162
H 1.341 0.991 1.092
H -1.113 0.743 2.476
H 0.531 -1.085 -0.987
H -2.095 -0.773 2.322
H 2.203 -1.344 -0.336



The following is a DFT calculation (ωB97M-V/def2-TZVPD) of an isolated ion of composition C6H10NO and charge +1.

HOMO energy (spin up / spin down) = -12.931 / -12.931 eV
Total charge = +1
Spin multiplicity = 1
Orbital gap (spin up / spin down) = 0.292 / 0.292 Ha

Positions of all 18 atoms, in Å:
C -0.034 0.474 -0.422
C 0.647 -0.304 0.500
C -1.831 -1.137 -0.349
C -1.335 -1.325 1.039
C 0.570 1.678 -1.045
C 2.082 -0.188 0.874
N -1.335 0.196 -0.600
O -0.134 -1.020 1.326
H -1.399 -1.871 -1.048
H -2.917 -1.172 -0.410
H -1.945 -1.668 1.862
H 1.020 2.323 -0.293
H -0.164 2.244 -1.612
H 1.368 1.373 -1.722
H 2.237 0.633 1.575
H 2.700 -0.014 0.001
H 2.407 -1.104 1.360
H -1.938 0.882 -1.035



The following is a DFT calculation (ωB97M-V/def2-TZVPD) of an isolated ion of composition C6H10NO and charge +1.

HOMO energy (spin up / spin down) = -15.295 / -15.295 eV
Total charge = +1
SMILES = C[N+]1(C)CC=CC1=O
Spin multiplicity = 1
Orbital gap (spin up / spin down) = 0.379 / 0.379 Ha

Positions of all 18 atoms, in Å:
C -1.619 -1.655 0.043
C -0.409 -2.107 0.037
C -1.584 -0.207 0.020
C 0.574 -0.983 -0.231
C 0.077 1.211 -1.155
C 0.051 0.902 1.285
N -0.198 0.272 -0.042
O -2.569 0.679 0.087
H -2.510 -2.208 0.204
H -0.165 -3.195 0.187
H 1.527 -1.159 0.325
H 1.046 -0.927 -1.241
H 1.140 1.575 -1.056
H -0.439 0.785 -2.053
H -0.656 2.107 -1.116
H -0.531 1.859 1.338
H -0.211 0.157 2.085
H 1.136 1.129 1.487



The following is a DFT calculation (ωB97M-V/def2-TZVPD) of C6H10NO2P in the gas phase.

HOMO energy = -8.775 eV
Total charge = 0
Spin multiplicity = 1
Orbital gap = 0.314 Ha

Positions of all 20 atoms, in Å:
C 1.831 -0.493 0.960
C -1.505 0.170 -0.865
C -0.518 1.242 -0.526
C -0.848 -1.278 -0.666
C -0.103 1.083 0.933
C -0.374 -1.331 0.869
N 0.568 -0.200 1.123
O 2.963 -0.614 -1.393
O 2.464 0.665 0.704
P 3.455 0.533 -0.603
H -2.355 0.335 -0.138
H -1.855 0.290 -1.954
H 0.402 0.955 -1.019
H -0.909 2.306 -0.751
H -1.721 -1.951 -0.737
H -0.009 -1.529 -1.407
H 0.608 1.872 1.184
H -0.919 1.324 1.616
H -1.339 -1.140 1.434
H 0.165 -2.237 1.236



The following is a DFT calculation (ωB97M-V/def2-TZVPD) of C6H10NO3PS in the gas phase.

HOMO energy = -9.501 eV
Total charge = 0
SMILES = COP(=O)(OC)c1ncc(C)s1
Spin multiplicity = 1
Orbital gap = 0.372 Ha

Positions of all 22 atoms, in Å:
C -2.702 -0.443 -0.323
C -2.385 -1.674 0.116
C -0.582 0.033 0.110
C -3.206 -2.972 0.374
C 1.317 2.681 -1.628
C 3.265 -0.028 1.023
N -1.696 0.500 -0.308
O 1.161 2.079 1.302
O 1.440 1.348 -1.145
O 1.914 -0.314 0.683
P 0.979 0.937 0.357
S -0.710 -1.657 0.549
H -3.639 -0.171 -0.786
H -3.467 -3.190 -0.666
H -2.379 -3.606 0.798
H -4.041 -2.733 1.046
H 2.068 3.377 -1.202
H 0.220 3.007 -1.369
H 1.365 2.523 -2.643
H 3.982 0.331 0.273
H 3.660 -0.887 1.659
H 3.436 0.860 1.781



The following is a DFT calculation (ωB97M-V/def2-TZVPD) of an isolated ion of composition C6H10NO5P and charge -2.

HOMO energy (spin up / spin down) = 0.639 / 0.639 eV
Total charge = -2
SMILES = O=P([O-])([O-])O[N+]([O-])=C1CCCCC1
Spin multiplicity = 1
Orbital gap (spin up / spin down) = 0.188 / 0.188 Ha

Positions of all 23 atoms, in Å:
C 2.151 0.344 0.084
C 1.149 0.952 1.060
C 1.849 -1.090 -0.270
C -0.083 1.150 0.157
C 0.559 -0.947 -1.075
C -0.501 -0.267 -0.208
N -1.116 -1.145 0.540
O -4.444 0.017 -0.345
O -2.988 1.880 0.589
O -1.139 -2.464 0.501
O -2.282 -0.616 1.038
O -2.036 0.375 -1.270
P -3.035 0.500 -0.073
H 2.208 0.845 -0.809
H 3.300 0.373 0.512
H 1.077 0.163 1.961
H 1.321 1.960 1.564
H 2.528 -1.543 -0.931
H 1.516 -1.649 0.511
H -1.030 1.628 0.663
H 0.131 1.792 -0.672
H 0.581 -0.267 -2.064
H 0.284 -1.990 -1.463



The following is a DFT calculation (ωB97M-V/def2-TZVPD) of C6H10NO6P in the gas phase.

HOMO energy = -8.577 eV
Total charge = 0
SMILES = O=C=C(NP=O)[C@H](O)[C@@H](O)[C@H](O)CO
Spin multiplicity = 1
Orbital gap = 0.311 Ha

Positions of all 24 atoms, in Å:
C 0.937 2.456 -0.176
C 0.083 1.757 -0.848
C 1.058 -2.474 0.115
C -0.607 0.509 -0.312
C 0.099 -1.626 0.994
C 0.365 -0.066 0.736
N -0.600 2.387 -1.941
O 1.750 3.033 0.467
O -2.840 3.593 -2.817
O 0.983 -2.133 -1.237
O -1.874 0.750 0.236
O 0.374 -1.899 2.339
O 0.258 0.697 1.962
P -2.309 3.278 -1.523
H 2.036 -2.236 0.423
H 0.765 -3.573 0.211
H -0.913 0.040 -1.311
H -0.846 -1.939 0.759
H 1.331 0.029 0.282
H -0.515 1.827 -2.884
H 0.988 -3.008 -1.652
H -1.839 0.858 1.202
H 0.311 -2.831 2.483
H 1.004 0.573 2.491



The following is a DFT calculation (ωB97M-V/def2-TZVPD) of C6H10NOPS in the gas phase.

HOMO energy (spin up / spin down) = -7.216 / -7.215 eV
Total charge = 0
Spin multiplicity = 1
Orbital gap (spin up / spin down) = 0.230 / 0.230 Ha

Positions of all 20 atoms, in Å:
C 0.380 0.761 3.791
C 0.189 -1.286 3.180
C -0.057 1.069 2.310
C -1.424 1.761 2.160
C 1.781 -0.579 -2.773
C 1.077 -0.989 -1.471
N 0.237 -0.507 4.151
O 0.626 1.634 4.532
P 0.891 0.455 -0.297
S -0.174 -0.536 1.529
H 0.770 1.700 1.784
H -1.317 2.779 2.744
H -2.162 1.294 2.713
H -1.687 1.833 1.140
H 2.548 -1.235 -3.301
H 0.991 -0.408 -3.622
H 2.169 0.374 -2.501
H 1.511 -1.811 -0.888
H -0.036 -1.329 -1.877
H -0.011 -2.333 3.301



Which energy above the lowest of the compared OMol25 structures with the same formula, charge and spin belongs to each record? In order, 0.000, 7.304, 2.044, 5.219, 2.833, 2.448, 9.443, 4.106, 3.642, 3.314, 3.529, 2.143, 1.656, 0.903, 1.656, 1.540, 0.632, 5.695, 0.255, 4.011 eV.